{"formula": "C9H14ClNO", "method": "the ωB97M-V functional and the def2-TZVPD basis", "symbols": ["C", "C", "C", "C", "C", "C", "C", "C", "C", "N", "O", "Cl", "H", "H", "H", "H", "H", "H", "H", "H", "H", "H", "H", "H", "H", "H"], "coordinates": [[-0.68, -0.30, 1.67], [0.50, -1.41, -0.08], [-0.82, -1.42, 0.65], [-0.37, 0.73, 0.65], [0.78, 0.12, -0.06], [-1.92, -0.90, -0.21], [-1.65, 0.68, -0.18], [2.13, 0.55, 0.49], [-1.51, 1.17, -1.62], [-3.26, -1.34, 0.21], [-4.09, -1.63, -0.66], [-2.94, 1.57, 0.65], [-1.67, -0.07, 2.23], [0.20, -0.36, 2.38], [1.20, -2.18, 0.50], [0.38, -1.82, -1.09], [-1.11, -2.43, 0.97], [-0.20, 1.71, 1.00], [0.81, 0.48, -1.20], [-1.78, -1.16, -1.26], [2.13, 0.16, 1.43], [2.26, 1.61, 0.67], [3.09, 0.32, -0.10], [-2.46, 0.93, -2.08], [-0.74, 0.59, -2.09], [-1.33, 2.26, -1.68]], "mulliken_charge": [-0.922, -0.991, 0.181, -0.630, 0.525, -0.308, 0.717, -1.723, -1.803, -0.173, -0.355, -0.151, 0.335, 0.306, 0.309, 0.326, 0.515, 0.756, 0.061, 0.519, 0.462, 0.426, 0.303, 0.496, 0.506, 0.312], "mol_weight_g_mol": 187.67, "e_lumo_ev": -0.1844, "smiles": "C[C@H]1C[C@H]2C[C@@H]1[C@](C)(Cl)[C@@H]2N=O", "homo_energy_ev": -9.127, "energy_ev": -25616.8335}